No. 1
Here is 2 unconnected molecules or ions with the total composition C5H14NO2 from the OMol25 dataset. Energies are from ωB97M-V/def2-TZVPD.

Geometry as ORCA input:
```
! wB97M-V def2-TZVPD RIJCOSX def2/J DEFGRID3
* xyz 0 2
C -1.46192 0.42890 1.92300
C -0.41847 0.23754 0.76817
C -1.10405 -0.30465 -0.54544
C -0.18775 -0.73334 -1.66968
C 0.30786 0.48347 -2.46820
O 0.65375 1.51010 -1.94176
N 0.27332 1.57847 0.59328
H -0.79254 0.30262 2.88222
H -2.00718 -0.37692 1.92888
H -2.00022 1.31652 2.02653
H 0.25236 -0.64920 1.05321
H -1.79111 0.45198 -0.93788
H -1.76363 -1.09761 -0.35555
H -0.88387 -1.31233 -2.33586
H 0.70730 -1.28331 -1.38084
H 0.52369 0.35441 -3.56453
H 1.22344 1.70498 1.15536
H -0.35781 2.29368 0.93390
H 0.49193 1.80057 -0.52609
H 3.37546 -1.78659 0.56761
H 2.50770 -2.76503 1.32090
O 2.45173 -2.15428 0.57277
*
```

For the energy above the lowest of the compared OMol25 structures with the same formula, charge and spin, the calculation gives 198.2 kJ/mol. The frontier orbital gap (alpha / beta) is 3.570 / 7.871 eV.

natural (NBO) population analysis, charges in e, atoms 1 to 8: -0.60, -0.05, -0.42, -0.51, 0.06, -0.79, -0.76, 0.19

=====

No. 2
Here is 2 unconnected molecules or ions with the total composition C5H14NO2 from the OMol25 dataset. Energies are from ωB97M-V/def2-TZVPD.

Geometry as ORCA input:
```
! wB97M-V def2-TZVPD RIJCOSX def2/J DEFGRID3
* xyz 1 1
C -0.28108 1.07345 2.21539
O 0.07887 -0.30254 1.98293
C 0.17808 2.03056 1.07962
C 1.00698 1.46437 -0.05477
C 0.26463 0.41838 -0.90653
C 0.83607 -1.86547 -1.26543
N 0.49201 -0.96887 -0.46325
H -1.33692 1.27150 2.38235
H 0.23041 1.32846 3.13495
H -0.24561 -0.78832 2.72466
H 0.57233 2.87799 1.59736
H -0.70962 2.42104 0.65872
H 1.31614 2.19921 -0.75105
H 1.90763 0.94857 0.31808
H -0.81839 0.46594 -0.93332
H 0.54189 0.54071 -1.93883
H 0.96316 -2.87521 -0.90640
H 0.94825 -1.73723 -2.31588
H 0.36334 -1.18140 0.50354
H -2.27453 -2.02661 -1.72032
H -2.23701 -3.06321 -2.79991
O -1.79666 -2.23131 -2.54191
*
```

For the energy above the lowest of the compared OMol25 structures with the same formula, charge and spin, the calculation gives 195.8 kJ/mol. The frontier orbital gap is 10.457 eV.

natural (NBO) population analysis, charges in e, atoms 1 to 8: -0.07, -0.77, -0.43, -0.41, -0.23, 0.14, -0.39, 0.19

=====

No. 3
Here is 2 unconnected molecules or ions with the total composition C5H14NO2 from the OMol25 dataset. Energies are from ωB97M-V/def2-TZVPD.

Geometry as ORCA input:
```
! wB97M-V def2-TZVPD RIJCOSX def2/J DEFGRID3
* xyz 1 1
O -0.77121 -2.18016 1.47479
C -0.04294 -1.23572 1.46926
C 0.43903 -0.69527 0.04961
C -0.47525 0.58221 -0.09679
C 0.10684 1.73151 -0.92998
C -1.95100 0.25105 -0.36421
N 0.11235 -1.75861 -0.97932
H 0.36726 -0.59614 2.30198
H 1.55141 -0.41662 -0.00269
H -0.56917 1.01284 1.01152
H -0.71867 2.45977 -0.70034
H 0.25694 1.54193 -1.94439
H 1.18485 1.93149 -0.63532
H -2.47214 -0.56780 0.21816
H -2.23468 0.06965 -1.39163
H -2.65186 1.10499 -0.08976
H 0.28930 -2.71090 -0.54261
H -0.82561 -1.91589 -1.28800
H 0.58389 -1.68031 -1.86877
H 2.87646 1.57436 0.83511
H 2.56792 0.60829 2.20312
O 2.37627 0.88934 1.27028
*
```

For the energy above the lowest of the compared OMol25 structures with the same formula, charge and spin, the calculation gives 271.0 kJ/mol. The frontier orbital gap is 10.905 eV.

natural (NBO) population analysis, charges in e, atoms 1 to 8: -0.51, 0.45, -0.19, -0.23, -0.61, -0.68, -0.69, 0.16

=====

No. 4
Here is a molecular structure, C5H14NO2P from the OMol25 dataset. Energies are from ωB97M-V/def2-TZVPD.

Geometry as ORCA input:
```
! wB97M-V def2-TZVPD RIJCOSX def2/J DEFGRID3
* xyz 0 1
C 0.91276 -2.40629 -0.51955
C 1.96439 1.30112 0.51222
C -2.41528 1.89128 0.46190
C 0.37137 -1.52601 0.57178
C 1.03578 0.66070 -0.52305
N 0.01135 -0.20874 0.16784
O -2.69209 -1.43129 0.56369
O -1.92393 1.31528 -0.76017
P -1.36120 -0.20223 -0.67124
H 1.92352 -2.06096 -0.77411
H 0.99650 -3.46999 -0.30825
H 0.27246 -2.17099 -1.48170
H 2.61000 2.18340 0.01687
H 1.40878 1.81549 1.28117
H 2.64777 0.68124 1.07014
H -1.60178 2.53566 0.69570
H -2.35294 1.09576 1.23084
H -3.30149 2.50103 0.28939
H -0.48995 -2.12710 1.08660
H 1.22262 -1.32986 1.36090
H 0.50897 1.51790 -1.07591
H 1.60428 0.12979 -1.26666
H -1.35191 -0.69519 -1.92840
*
```

For the energy above the lowest of the compared OMol25 structures with the same formula, charge and spin, the calculation gives 462.5 kJ/mol. The frontier orbital gap (alpha / beta) is 8.991 / 8.992 eV.

natural (NBO) population analysis, charges in e, atoms 1 to 8: -0.62, -0.62, -0.26, -0.26, -0.25, -0.79, -0.92, -0.80

=====

No. 5
Here is 3 unconnected molecules or ions with the total composition C5H14NO4 from the OMol25 dataset. Energies are from ωB97M-V/def2-TZVPD.

Geometry as ORCA input:
```
! wB97M-V def2-TZVPD RIJCOSX def2/J DEFGRID3
* xyz -1 1
C -0.52124 -0.60587 1.16229
N 0.65434 -0.19247 0.63849
C 1.62040 -1.24143 0.76381
C 1.71083 0.79118 -1.45205
C 1.07873 1.08464 -0.03060
C -0.09969 1.99170 -0.46755
O -0.61595 2.71116 0.61330
O -1.56546 0.08708 1.01631
H -0.48017 -1.34180 1.89933
H 2.29771 -1.37941 1.58467
H 2.03225 -1.55544 -0.25233
H -1.39028 2.09291 1.01342
H 1.00780 0.55237 -2.30803
H 2.37959 -0.11716 -1.55570
H 2.27255 1.59646 -1.51976
H 1.69858 1.64895 0.58461
H 0.19020 2.94395 -0.85884
H -0.86114 1.56089 -1.03196
H -1.71031 -0.26873 -0.82749
H -1.25642 -1.55479 -1.47725
O -1.80571 -0.71521 -1.67200
H 0.69500 -2.74630 -0.07542
H -0.30843 -3.13174 0.89998
O -0.24807 -3.21731 -0.00761
*
```

For the energy above the lowest of the compared OMol25 structures with the same formula, charge and spin, the calculation gives 539.9 kJ/mol. The frontier orbital gap is 6.040 eV.

natural (NBO) population analysis, charges in e, atoms 1 to 8: 0.55, -0.45, -0.83, -0.62, -0.04, -0.08, -0.77, -0.76

=====

No. 6
Here is a single C5H14NOP molecule from the OMol25 dataset. Energies are from ωB97M-V/def2-TZVPD.

Geometry as ORCA input:
```
! wB97M-V def2-TZVPD RIJCOSX def2/J DEFGRID3
* xyz 0 1
C 1.01754 0.54970 1.58219
C 0.73125 -0.28900 0.29517
C 0.90856 -1.80145 0.32360
C 1.08603 0.35974 -0.98740
P -1.48901 -0.15663 0.32239
C -1.88772 1.53661 -0.10040
N -2.16981 -1.11268 -1.02535
O -2.06762 -0.65113 1.58420
H 0.42120 1.46808 1.57773
H 0.74093 0.08651 2.50764
H 1.99241 1.06879 1.75352
H 0.42429 -2.30709 -0.50616
H 0.61453 -2.28223 1.20506
H 1.97626 -2.16700 0.16928
H 0.43113 0.00106 -1.83531
H 0.96023 1.43135 -0.98183
H 2.19392 0.18963 -1.27749
H -1.55371 2.31523 0.55138
H -1.44651 1.68924 -1.07044
H -3.02559 1.41609 -0.11614
H -1.61859 -1.01960 -1.84304
H -1.90442 -1.93100 -0.50238
*
```

For the energy above the lowest of the compared OMol25 structures with the same formula, charge and spin, the calculation gives 0.0 kJ/mol. The frontier orbital gap is 9.352 eV. As for the SMILES: CC(C)(C)[P@@](C)(N)=O.

natural (NBO) population analysis, charges in e, atoms 1 to 8: -0.65, -0.18, -0.64, -0.64, 1.93, -1.04, -1.11, -1.10

=====

The records above yield strongest force on any atom values of 8.7, 2.3, 2.7, 9.1, 6.2, 3.8 eV/Å, respectively.